This record from the Open Molecules 2025 dataset describes a 9-piece molecular cluster, C26H62N2O25S5 overall. The level of theory is ωB97M-V with the def2-TZVPD basis set.

XYZ file:
```
120
Properties=species:S:1:pos:R:3:forces:R:3
C 0.2194 -2.2034 -1.1422 -0.8 0.9 -0.6
N 1.2421 -1.2103 -0.6930 1.1 -1.4 2.3
C 2.2131 -1.8788 0.2782 0.9 -2.5 -2.4
C 1.9471 -0.7097 -1.8579 5.8 0.1 -2.4
C 0.5889 -0.0222 -0.0890 0.5 1.7 -0.5
C -0.1111 -0.3016 1.1889 0.9 -3.1 3.9
O -1.0682 0.5916 1.5448 2.3 4.7 -3.7
H -0.4199 -1.6681 -1.7675 -0.8 1.5 -1.6
H -0.5730 -2.4892 -0.5086 0.0 -0.4 2.2
H 0.4549 -3.0221 -1.7673 1.7 -0.8 -0.2
H 3.0266 -2.3779 -0.3182 -0.9 0.7 0.4
H 1.9030 -2.5847 1.0250 -2.0 -1.2 -0.7
H 2.6440 -1.3964 1.0618 1.5 3.6 1.2
H 2.8371 0.1444 -1.8373 -2.8 -1.8 1.2
H 1.2839 -0.3922 -2.5881 -1.5 0.9 -1.0
H 2.6123 -1.4797 -2.3944 -1.4 0.4 1.2
H -0.1727 0.2381 -0.7751 -0.6 0.7 -1.1
H 1.3920 0.8530 -0.1040 -1.8 -1.9 0.4
H 0.6919 -0.2386 1.9987 -0.6 -0.6 -0.7
H -0.7022 -1.3196 1.3996 2.1 1.3 -1.5
H -1.6521 0.1966 2.0771 -3.7 -2.2 3.2
N 0.0516 2.5223 -3.9141 3.4 -4.4 0.1
O 0.3216 2.3131 -5.1034 0.3 0.8 -0.5
O -1.0083 2.9004 -3.5608 -4.1 2.5 1.1
O 0.8392 2.0292 -3.0138 0.2 0.8 -0.4
O -4.9685 1.3503 -0.9769 0.2 1.2 -0.5
S -4.8020 2.7835 -0.7232 -2.4 -1.7 1.1
O -5.6021 3.7619 -1.4018 0.6 -0.4 -0.6
O -5.2847 2.9389 0.8517 0.8 1.1 -0.6
C -6.6080 2.4954 1.2852 2.1 -2.5 1.7
C -6.5416 2.5725 2.8685 -0.5 0.3 -2.2
C -3.0909 3.1599 -0.7537 0.5 2.9 -1.2
H -6.5730 1.4045 0.9039 -1.0 1.7 0.7
H -7.5137 3.0306 1.0652 0.2 0.6 -1.4
H -7.5222 2.3769 3.2221 -1.3 0.0 0.3
H -6.2617 3.5686 3.2159 0.3 -0.3 -0.1
H -5.9867 1.7748 3.2660 1.5 -0.6 0.6
H -2.5851 2.5344 -0.0814 0.7 -1.2 0.9
H -3.0394 4.2125 -0.3181 0.1 -1.2 -0.8
H -2.5666 3.1457 -1.8237 -1.6 -0.1 2.1
O -1.0332 5.7935 0.4217 1.6 0.1 0.8
S 0.1658 6.4729 0.9221 -0.7 -3.1 2.4
O 0.5584 6.4311 2.3636 -1.3 0.1 -3.2
O 1.5008 5.9094 0.1659 -0.6 0.1 -0.2
C 1.3057 4.4618 -0.2035 0.3 0.8 -2.4
C 2.4895 3.7233 -0.8727 -2.6 2.6 -4.3
C -0.1270 8.1242 0.5803 -5.3 -1.7 -2.1
H 0.3629 4.5041 -0.6593 -0.8 -0.4 -1.9
H 1.0299 3.9672 0.6248 -0.3 -1.7 3.6
H 2.8678 4.2764 -1.8283 -0.9 -1.2 1.6
H 2.4359 2.6581 -1.0721 -1.0 0.1 -0.2
H 3.1840 3.8285 -0.2021 4.5 0.6 3.7
H -1.1048 8.4873 0.9803 0.6 -1.1 -0.4
H 0.0524 8.5321 -0.3335 0.4 0.4 -2.9
H 0.5122 8.4310 1.1747 6.2 4.2 5.6
O -3.6518 0.0450 2.9270 -0.5 1.3 0.1
S -4.1482 -1.2652 2.6548 1.5 0.1 2.8
O -3.1253 -2.1427 2.1939 -0.4 -1.1 -1.4
O -4.4979 -1.9422 4.1987 -1.9 0.6 -3.5
C -3.5287 -1.6969 5.1943 0.3 -6.8 -1.1
C -3.8787 -2.6478 6.2955 1.0 1.9 3.4
C -5.6253 -1.1260 1.5786 -0.4 -2.2 0.9
H -3.3556 -0.7368 5.2290 0.8 5.0 1.4
H -2.6297 -2.2789 5.0675 1.3 0.8 -2.1
H -4.0107 -3.7305 5.9992 0.8 1.4 0.4
H -4.7614 -2.2859 6.7351 -1.7 -0.1 0.8
H -3.0640 -2.2898 7.1586 -1.8 -1.9 -2.0
H -5.9324 -2.2731 1.5110 -0.2 2.7 0.2
H -5.1969 -0.8779 0.6115 0.4 0.1 -0.1
H -6.3582 -0.2761 1.8555 1.2 -2.0 0.1
O 1.1174 -2.9219 5.5615 -0.1 -0.4 1.3
S 0.8703 -2.9588 4.1716 1.8 2.0 -1.4
O -0.1167 -2.1223 3.5811 -0.4 -0.1 0.1
O 2.3071 -2.4715 3.4606 -1.7 -1.6 -1.2
C 3.3757 -1.9819 4.2358 -2.1 0.0 2.3
C 4.4971 -1.5214 3.4624 1.1 2.3 -2.2
C 0.6529 -4.5977 3.5652 0.0 2.1 -0.2
H 3.8130 -2.7346 4.8501 -0.2 -1.1 0.8
H 2.8663 -1.2663 4.9416 1.3 -0.1 -0.7
H 5.1525 -1.0994 4.1771 1.1 0.4 0.8
H 4.3336 -0.6946 2.7672 -0.6 0.2 0.1
H 5.0941 -2.1850 2.8482 -0.3 -1.0 0.3
H 0.5330 -4.3894 2.4760 0.4 -0.9 0.7
H -0.3470 -4.7308 3.9997 0.4 -1.1 0.0
H 1.5518 -5.0861 3.9662 -0.8 -0.7 -0.5
O 4.9236 -2.2567 -1.7789 -0.2 -0.8 0.8
S 6.2306 -2.6758 -1.3415 -0.4 5.5 -1.6
O 7.0299 -3.3347 -2.2841 0.9 -2.3 -0.3
O 7.0689 -1.2533 -1.0925 -0.9 -1.5 0.6
C 7.1851 -0.3537 -2.1986 0.3 -0.5 -2.4
C 7.8652 0.8952 -1.7535 1.3 -2.6 -2.0
C 6.1616 -3.3001 0.2538 8.6 -0.2 2.7
H 6.2663 -0.0488 -2.6889 -1.1 -0.1 1.0
H 7.6149 -0.7352 -3.1724 0.6 -0.7 1.6
H 8.3403 1.2687 -2.6065 0.4 1.1 -1.5
H 8.6581 0.8177 -1.1047 1.5 -0.7 2.0
H 7.1507 1.4924 -1.4373 -2.9 3.4 1.8
H 6.4444 -2.6330 1.3278 0.3 -1.2 -3.9
H 6.7314 -4.3421 0.3461 -0.6 2.5 -0.5
H 5.3583 -3.5422 0.6766 -7.8 -1.9 1.7
C -0.2461 -2.2277 -6.3115 1.8 1.5 -2.5
C -0.0734 -2.8184 -4.9756 -2.6 -0.6 0.8
O 1.0823 -2.2759 -4.3741 -0.6 1.1 -1.1
C 1.7111 -1.6497 -5.4074 7.4 1.2 -1.0
O 2.9277 -1.2754 -5.4008 -5.2 -1.2 1.1
O 1.0772 -1.6879 -6.5730 -0.9 0.3 1.0
H -0.9664 -1.4250 -6.5495 0.1 -0.2 1.1
H -0.3322 -2.9000 -7.1055 -0.7 -1.6 -1.0
H -0.0714 -3.8838 -4.8881 0.6 -0.8 -0.5
H -1.0640 -2.5673 -4.6246 0.0 0.5 2.1
C -2.7963 0.1860 -3.5202 6.1 -5.9 -3.1
C -3.7643 -0.7002 -4.2749 -1.1 1.7 -0.3
O -4.0854 -1.7738 -3.3365 0.1 1.0 -1.4
C -3.3256 -1.6059 -2.2593 2.0 1.7 -0.6
O -3.2126 -2.3266 -1.3502 -0.7 -2.3 2.2
O -2.4872 -0.5236 -2.3206 -0.5 -1.1 -0.8
H -3.2209 0.9231 -3.1906 -4.9 8.4 3.0
H -1.8416 0.5909 -4.0124 -1.3 -1.1 0.4
H -3.4619 -0.9611 -5.2870 0.3 -1.1 0.4
H -4.6295 -0.0155 -4.4591 0.1 -1.1 0.4
```
Forces are in eV/Å.

## Properties
- HOMO-LUMO gap (eV) = 7.17
- maximum force (eV/Å) = 10.127
- 2S+1 = 1

Mulliken atomic charge list, values in e, 99 entries: number 1, C, carries -1.771; number 2, N, carries 1.334; number 3, C, carries -1.665; number 4, C, carries -0.861; number 5, C, carries -0.475; number 6, C, carries 0.570; number 7, O, carries -0.439; number 8, H, carries 0.283; number 9, H, carries 0.468; number 10, H, carries 0.755; number 11, H, carries 0.132; number 12, H, carries 0.303; number 13, H, carries 1.034; number 14, H, carries -0.003; number 15, H, carries 0.541; number 16, H, carries 0.309; number 17, H, carries 0.156; number 18, H, carries 0.110; number 19, H, carries -0.035; number 20, H, carries -0.033; number 21, H, carries 0.136; number 22, N, carries 0.771; number 23, O, carries -0.671; number 24, O, carries -0.598; number 25, O, carries -0.478; number 26, O, carries -0.656; number 27, S, carries 1.268; number 28, O, carries -0.689; number 29, O, carries -0.226; number 30, C, carries -0.106; number 31, C, carries -0.937; number 32, C, carries -0.398; number 33, H, carries 0.051; number 34, H, carries 0.297; number 35, H, carries 0.456; number 36, H, carries 0.356; number 37, H, carries 0.032; number 38, H, carries 0.071; number 39, H, carries 0.343; number 40, H, carries 0.203; number 41, O, carries -0.522; number 42, S, carries 1.226; number 43, O, carries -0.667; number 44, O, carries -0.407; number 45, C, carries -0.525; number 46, C, carries -1.115; number 47, C, carries -1.297; number 48, H, carries 0.610; number 49, H, carries 0.541; number 50, H, carries 0.260; number 51, H, carries 0.012; number 52, H, carries 0.662; number 53, H, carries 0.333; number 54, H, carries 0.401; number 55, H, carries 0.563; number 56, O, carries -0.843; number 57, S, carries 1.420; number 58, O, carries -0.621; number 59, O, carries -0.391; number 60, C, carries -0.169; number 61, C, carries -1.311; number 62, C, carries -0.496; number 63, H, carries 0.769; number 64, H, carries -0.057; number 65, H, carries 0.269; number 66, H, carries 0.429; number 67, H, carries 0.312; number 68, H, carries 0.371; number 69, H, carries 0.080; number 70, H, carries 0.167; number 71, O, carries -0.650; number 72, S, carries 0.921; number 73, O, carries -0.455; number 74, O, carries -0.102; number 75, C, carries -0.147; number 76, C, carries -1.412; number 77, C, carries -0.819; number 78, H, carries 0.258; number 79, H, carries 0.409; number 80, H, carries 0.481; number 81, H, carries 0.427; number 82, H, carries 0.122; number 83, H, carries 0.213; number 84, H, carries 0.396; number 85, H, carries 0.370; number 86, O, carries -0.436; number 87, S, carries 1.046; number 88, O, carries -0.619; number 89, O, carries -0.300; number 90, C, carries -0.106; number 91, C, carries -1.453; number 92, C, carries -1.125; number 93, H, carries 0.283; number 94, H, carries 0.296; number 95, H, carries 0.410; number 96, H, carries 0.423; number 97, H, carries 0.363; number 98, H, carries 0.306; number 99, H, carries 0.379